# 1
Computed, not measured: a cluster of 2 separate species, C30H29F5N3O2 in total at a distorted geometry, with ωB97M-V with the def2-TZVPD basis set.

Structure (XYZ):
```
69
Properties=species:S:1:pos:R:3:forces:R:3:lowdin_charge:R:1
H 1.5664 -4.1478 3.7359 -0.26 0.15 0.00 0.11
C -1.6360 -2.5175 1.9243 0.20 0.18 -0.16 0.02
F 5.8655 -1.3163 1.4429 -0.57 0.71 0.28 0.12
C -7.6085 2.0133 2.3361 -0.18 -0.24 0.05 -0.06
C -3.9338 1.2384 2.6457 1.18 -0.45 0.25 0.06
H -7.0389 6.7739 1.2410 0.11 -0.12 -0.09 0.11
C 3.6683 -0.4446 1.7127 -0.03 -0.32 0.02 -0.14
C 4.6913 1.6366 3.2287 0.10 0.26 0.27 -0.11
H -0.9967 2.7506 -1.7980 -0.05 -0.18 0.20 0.09
H -0.0154 -4.3511 4.5484 0.23 0.00 -0.14 0.10
C 0.6663 -0.2660 3.3655 0.44 -0.20 0.84 -0.14
C -3.0159 0.2118 2.8250 -1.74 0.20 -0.39 -0.05
C -1.0786 -2.0038 3.2608 0.00 -0.93 -0.06 -0.46
C -4.1402 5.0271 0.9483 -0.42 -0.25 -0.43 -0.01
C -7.3352 -0.3882 2.4911 0.22 -0.02 0.02 -0.06
C 1.2401 -1.6408 3.7197 0.64 -0.48 0.74 -0.37
H -1.2382 1.4267 2.8940 -0.09 -0.17 0.04 0.15
H 0.1010 -4.5183 2.7809 0.17 0.06 0.16 0.10
H -0.5663 1.7798 -0.3659 -0.10 0.07 -0.07 0.06
C -6.6129 5.2606 -0.2487 0.01 -0.06 -0.06 -0.05
F 3.1816 -1.4942 1.0005 0.30 0.66 0.41 0.10
C 5.0406 -0.3688 1.9309 0.19 -0.29 -0.10 -0.11
H -1.9429 1.3013 -1.4018 0.13 0.12 0.00 0.08
C -1.6491 0.4166 2.9717 1.62 -0.96 0.48 0.04
H -5.3162 -1.1131 2.6613 -0.36 0.26 -0.06 0.11
C 5.5538 0.6820 2.6924 0.43 0.02 -0.05 -0.10
C -6.2347 2.1816 2.4412 0.69 -0.30 -0.01 -0.01
H -2.1957 -3.4638 4.4085 0.08 0.30 0.01 0.10
C -2.3138 2.9997 -0.1192 -0.62 0.18 0.24 -0.50
O -1.9589 3.3669 1.0264 0.41 -0.27 0.02 -0.07
H -3.1755 4.8687 1.4094 -0.06 -0.09 -0.33 0.11
H -8.2564 2.8849 2.2336 0.22 -0.24 0.08 0.11
C -5.6915 4.3640 -0.7381 0.53 0.25 0.57 -0.02
H -1.8207 -3.5964 1.9998 0.07 0.31 -0.06 0.10
H 0.8377 0.4279 4.2057 -0.13 -0.29 -0.23 0.18
C 1.2944 0.3144 2.1015 -0.29 -0.03 -0.45 -0.05
F 5.1861 2.6537 3.9623 -0.37 -0.70 -0.49 0.12
N -4.4407 4.2487 -0.1558 -0.64 0.20 0.47 -0.04
H -3.8756 2.8378 -1.6133 0.03 0.39 0.32 0.11
H -2.9786 -1.8744 4.3398 0.13 -0.18 0.11 0.07
F 6.8803 0.7750 2.9043 -1.03 -0.07 -0.15 0.13
H -7.5830 5.3124 -0.7376 0.21 0.03 0.10 0.12
H -3.3802 -0.8114 2.8488 0.05 0.53 0.06 0.06
C 0.4902 -3.9744 3.6496 -0.32 -0.38 0.08 0.00
H -5.8008 3.1844 2.4528 -0.15 -0.23 -0.08 0.11
C -3.5627 3.3229 -0.6881 0.67 -0.51 -0.43 -0.07
H -0.9111 -2.3238 1.1218 -0.20 -0.11 0.17 0.11
H 0.8180 1.2854 1.9075 0.18 -0.18 -0.10 0.13
C -8.1715 0.7283 2.3722 0.52 0.20 -0.01 -0.04
C -2.0160 -2.3815 4.4189 0.22 0.18 0.20 0.02
H -2.5758 -2.0260 1.6666 0.16 -0.22 -0.05 0.07
H -1.5519 -2.0992 5.3725 -0.15 -0.11 -0.17 0.11
C -6.3121 6.0672 0.8529 0.14 -0.06 0.09 -0.06
C -5.3581 1.0641 2.5483 -1.33 -0.41 -0.06 -0.19
C -1.3975 2.1489 -0.9712 0.01 -0.10 -0.10 -0.02
H -5.8754 3.6972 -1.5774 0.05 0.25 0.23 0.13
F 2.4877 2.3974 3.6343 0.45 -0.54 -0.50 0.10
H -3.5327 2.2522 2.5930 -0.10 -0.05 -0.08 0.12
N 0.2527 -2.5577 3.4883 0.49 0.46 0.03 -0.03
C -5.0615 5.9285 1.4478 -0.29 -0.10 -0.28 -0.05
H -9.2508 0.5968 2.3115 0.27 0.05 0.00 0.12
H -7.7593 -1.3935 2.5255 0.10 0.34 -0.03 0.12
H -4.7689 6.5042 2.3215 -0.12 -0.03 -0.19 0.12
H 1.0880 -0.3615 1.2569 0.04 0.29 0.22 0.14
N -0.7624 -0.5620 3.2294 -1.41 1.93 -0.81 0.06
C -5.9548 -0.2304 2.5706 0.11 0.46 0.01 -0.01
O 2.3593 -1.8845 4.1568 -1.34 0.49 -0.85 0.11
C 2.7752 0.4752 2.2617 0.57 0.18 0.02 -0.09
C 3.3192 1.5091 3.0226 0.01 0.12 0.24 -0.13
```
Positions in Å, forces in eV/Å.

net charge = +1
HOMO-LUMO gap = 5.276 eV
HOMO = -9.91 eV
energy relative to the best compared isomer or geometry (same formula, charge and spin) = 0.0 kcal/mol

=====

# 2
Computed, not measured: a structure of composition C30H29IN2OPbSi at a distorted geometry, with ωB97M-V with the def2-TZVPD basis set.

Structure (XYZ):
```
65
Properties=species:S:1:pos:R:3:forces:R:3:lowdin_charge:R:1
N -2.9746 -0.1506 -1.6197 -0.22 -0.08 -0.28 0.07
C -2.5122 4.6241 -0.8012 0.01 -0.42 0.18 -0.02
C 2.8268 -4.2916 0.2474 0.00 0.09 -0.02 -0.08
C 3.6262 1.0842 3.8537 -0.05 -0.57 -0.41 -0.04
H 4.3897 0.7161 4.5428 -0.17 0.23 -0.27 0.12
C -3.0669 1.1031 -2.1313 -0.12 -0.35 -0.29 -0.19
C 2.6393 0.8627 -3.5112 -0.15 -0.17 0.13 -0.06
Pb -2.3372 -0.9355 1.2213 2.04 1.72 -2.66 1.61
H 3.4504 -0.8257 2.8228 -0.03 0.41 0.13 0.11
H -3.0894 -2.1841 -2.0236 -0.04 0.45 -0.27 0.05
H 0.6534 0.2865 -4.1434 0.18 0.07 0.16 0.11
C -2.1706 -3.7507 0.1953 0.46 -0.63 -0.28 -0.64
C 1.8266 0.0652 -0.9510 -0.33 0.27 0.51 -0.25
C 3.5194 0.9704 -2.4310 0.02 -0.02 0.44 -0.05
C 2.5821 -2.9243 0.0892 0.17 -0.16 0.17 -0.12
H 2.9673 1.1580 -4.5102 -0.14 -0.10 0.33 0.12
H -3.2115 3.7970 -2.6704 0.13 0.12 0.30 0.11
H -3.4518 2.3447 -3.8543 0.02 -0.39 -0.04 0.11
H -3.7438 0.4129 -5.4133 0.06 -0.10 0.24 0.13
H -1.4462 0.9707 3.0003 -0.05 -0.47 -0.67 0.03
H -1.6568 -3.6420 1.1583 -0.14 -0.02 -0.13 -0.02
C 3.1568 2.3992 3.9373 -0.21 0.07 -0.23 -0.04
H -2.6767 -4.7212 0.1616 -0.07 0.27 0.18 0.03
H 1.7629 3.8571 3.1444 0.20 -0.32 -0.05 0.11
H -3.4902 -1.9403 -4.4439 -0.04 0.23 0.10 0.12
H -3.2085 1.2749 2.6658 0.11 -0.53 -0.38 0.04
N -2.4540 1.9447 0.0536 0.28 0.05 -0.22 0.08
C -3.1565 -1.1803 -2.4591 0.00 -0.17 -0.27 -0.15
C -2.4321 0.5173 2.8341 -0.59 1.09 3.20 -0.19
H -1.7343 2.6411 1.8470 -0.04 0.36 -0.27 0.08
C 1.6124 -4.2726 2.3389 -0.20 -0.03 -0.04 -0.07
H 0.8413 2.3178 1.4284 0.31 -0.12 0.19 0.10
H 3.3933 -4.8239 -0.5188 -0.17 0.11 0.25 0.12
H -2.6818 -0.0855 3.7352 0.02 0.19 -0.65 0.04
C 2.1536 2.8399 3.0646 0.03 -0.15 -0.25 -0.05
H -2.5568 5.6595 -1.1357 -0.01 -0.26 0.10 0.13
C -2.0583 2.9429 0.8507 -0.34 0.40 -0.30 -0.14
C 1.3594 -2.9052 2.1799 0.06 -0.45 -0.09 -0.11
H 3.7918 0.6805 -0.2943 -0.14 -0.02 -0.38 0.11
C -2.8786 3.5861 -1.6588 0.19 -0.64 0.37 0.02
C -3.5251 0.2419 -4.3606 0.12 -0.08 0.48 -0.01
C -2.8040 2.2432 -1.2151 0.03 0.89 0.44 -0.20
C -3.3988 -1.0449 -3.8344 0.02 0.23 0.53 -0.02
H -0.0956 -0.3512 -1.8614 0.30 0.05 -0.08 0.07
C 1.6364 1.9683 2.0963 -0.12 0.80 0.58 -0.07
C -2.0747 4.2973 0.4842 0.01 -0.63 -0.03 -0.02
Si 1.3116 -0.4652 0.7614 2.07 -0.55 -1.76 0.44
C 2.3319 -4.9727 1.3633 -0.03 0.15 0.02 -0.06
H 2.5073 -6.0490 1.4709 -0.04 0.49 0.01 0.12
H 2.9567 -2.3941 -0.7880 -0.08 -0.21 0.20 0.11
C 3.1121 0.5833 -1.1476 0.00 -0.03 -0.49 -0.08
C 1.8311 -2.2349 1.0450 -0.17 -0.14 0.12 -0.26
H -1.7567 5.0404 1.2127 -0.08 -0.08 -0.29 0.12
I -0.6681 -3.8320 -1.3184 -0.29 0.17 0.30 0.97
H 0.7870 -2.3631 2.9403 0.22 -0.18 -0.11 0.11
C 3.1039 0.2099 2.8876 0.11 0.08 0.52 -0.06
H 1.2342 -4.7936 3.2211 0.16 0.13 -0.26 0.11
C 2.1311 0.6603 1.9891 -0.21 0.05 0.70 -0.21
C -3.3623 1.3228 -3.4953 0.15 -0.35 0.63 0.02
C 0.9275 0.0025 -2.0214 0.28 -0.03 -0.58 -0.09
O -0.2680 -0.3297 0.9836 -3.06 -0.35 0.83 -0.42
H 3.5768 3.0776 4.6813 -0.21 -0.20 -0.17 0.12
H -2.9282 -2.9789 -0.0222 0.08 -0.16 -0.16 -0.08
C 1.3447 0.3742 -3.3054 -0.04 0.07 0.14 -0.07
H 4.5257 1.3644 -2.5685 -0.26 -0.09 -0.07 0.12
```
Positions in Å, forces in eV/Å.

net charge = +2
HOMO-LUMO gap (alpha / beta) = 2.908 / 2.905 eV
HOMO (alpha / beta) = -13.85 / -13.85 eV

=====

# 3
Computed, not measured: a structure of composition C30H29N12RuS2Sb at a distorted geometry, with ωB97M-V with the def2-TZVPD basis set.

Structure (XYZ):
```
75
Properties=species:S:1:pos:R:3:forces:R:3:lowdin_charge:R:1
H -2.2734 -1.7526 4.5516 0.05 -0.10 0.04 0.14
C 3.4928 3.8025 0.8577 -0.32 0.00 0.03 0.02
N -2.7150 -0.5308 -0.0063 0.55 -0.33 -0.11 0.11
N 2.1293 -0.3299 -1.6521 -1.76 0.56 1.08 0.01
H 1.3451 -0.1992 3.2147 0.17 -0.08 0.12 0.10
Ru 0.2976 0.0573 0.0193 1.80 -2.40 -0.92 1.37
C -1.6503 2.1671 -1.1201 -0.21 1.12 1.44 -0.45
C 4.0360 1.4738 0.2398 0.05 -0.10 -0.05 0.00
Sb -1.3220 2.9819 0.9540 0.46 -0.20 -0.13 1.57
C -0.5787 -2.3422 2.5271 0.09 -0.01 -0.15 -0.03
C 3.1188 -1.7122 0.0823 1.24 -1.29 0.43 -0.39
N -1.0890 1.0751 -1.6224 1.16 -0.61 1.41 -0.03
C -3.7855 0.1954 0.2711 -0.50 0.06 0.06 -0.11
C -2.4895 1.2761 -3.5376 0.13 0.20 0.24 0.02
C -4.2042 -2.3275 -0.4546 1.10 0.02 -0.07 -0.03
H 0.5079 5.2674 1.3598 0.03 0.06 0.02 0.09
N 1.6429 1.0647 -3.4731 -0.32 0.31 -0.03 0.14
N 1.7100 2.2315 0.5729 -0.73 -1.19 -0.31 0.03
H 2.3636 -1.1662 4.2376 -0.02 0.08 -0.04 0.13
H -0.5801 -0.5243 -4.3660 0.01 0.01 -0.04 0.10
C -0.9347 -0.6615 -3.3469 0.16 -0.13 0.13 -0.03
N -0.6485 -4.3309 -1.2095 0.74 0.68 0.15 0.09
H -3.6325 1.2266 0.5648 -0.04 0.02 0.02 0.08
H -2.7400 2.3931 3.5895 -0.02 0.02 -0.04 0.10
C 2.6050 4.8193 1.1405 0.03 -0.06 -0.02 0.00
N 2.2801 -1.1199 0.9987 -1.83 1.02 -0.37 0.01
H 1.8963 1.3865 -4.3938 -0.02 0.02 0.09 0.13
H 2.9478 5.8193 1.3576 0.06 0.09 0.02 0.13
H -1.3567 -3.0213 2.1801 -0.07 -0.08 -0.03 0.10
C -2.3126 1.4168 3.4052 0.19 -0.12 -0.14 -0.10
C 2.6087 -1.4340 2.2255 0.79 -0.65 0.65 -0.67
H -5.9584 0.2464 0.4164 0.01 0.09 0.03 0.13
C 2.3185 0.0793 -2.8804 0.74 -0.18 -0.98 -0.67
H 1.0007 1.6181 -2.9247 0.13 0.00 -0.13 0.10
C -1.7545 -2.6335 -0.6799 0.47 -0.60 -0.18 -0.32
N -0.4419 -2.2474 -0.6332 0.07 1.50 0.46 0.07
H 0.1613 -2.2211 1.7349 -0.13 -0.19 0.23 0.02
C 3.8887 -1.6785 -2.3130 -0.87 0.17 1.14 -0.32
H -3.0334 3.7862 -1.3607 -0.05 0.03 0.01 0.10
H 4.6805 -2.3998 -2.2767 0.18 -0.13 0.06 0.09
C 0.2198 -3.3390 -0.9707 0.35 -0.32 -0.10 -0.11
H -0.1143 -2.7962 3.3995 -0.01 -0.01 0.04 0.10
C -2.0470 -0.8868 3.9486 0.08 0.28 -0.11 0.03
H 3.9530 0.6209 0.9053 0.03 -0.04 0.04 0.07
C 3.0359 -1.3040 -1.2983 1.21 -0.78 -1.19 -0.39
C 1.2530 4.5155 1.1406 -0.01 -0.18 -0.02 -0.11
C 3.0247 2.5174 0.5716 0.54 -0.04 -0.07 -0.29
H -3.7956 2.9785 -3.5954 -0.08 0.05 -0.08 0.13
C -5.0741 -0.3348 0.1923 0.67 0.39 0.06 -0.06
C -1.4750 1.2018 2.3211 -0.19 1.73 -0.64 -0.45
N -1.8825 -3.8965 -1.0303 -1.07 0.33 0.15 0.16
C -2.6139 2.8933 -1.8016 0.19 -0.13 0.07 -0.11
H -1.7092 -1.4294 -3.3772 -0.03 -0.04 0.01 0.10
H 5.0415 1.8784 0.3210 -0.03 0.01 0.02 0.10
H -0.1163 -1.0125 -2.7191 -0.11 0.00 -0.20 0.03
C -3.0397 2.4416 -3.0435 0.07 -0.10 -0.01 0.01
H -2.8024 0.8718 -4.4885 0.01 -0.06 -0.05 0.14
H -4.3767 -3.3517 -0.7518 0.03 -0.11 -0.03 0.13
H 4.8273 -3.1067 0.1356 0.16 -0.08 -0.14 0.09
H 3.8923 1.1302 -0.7801 0.05 -0.06 -0.08 0.07
H -3.2439 0.4735 5.0997 -0.08 -0.01 0.06 0.14
C 4.0597 -2.5521 0.6376 -0.98 0.78 -0.78 -0.32
H 1.2847 -3.4338 -1.0454 0.24 -0.06 -0.03 0.13
C 0.8663 3.2149 0.8576 -1.65 0.55 0.29 -0.46
S 3.9410 -2.5920 2.3417 -0.88 0.80 0.02 1.15
N 2.0202 -0.9436 3.3171 -0.27 0.24 0.22 0.14
H 4.5573 3.9882 0.8509 0.00 -0.05 -0.02 0.13
N -5.2418 -1.5872 -0.1705 -1.16 -0.32 -0.03 0.12
S 3.5970 -0.7902 -3.7419 -0.86 0.65 0.49 1.15
C -1.1833 -1.0193 2.8633 0.11 -0.64 -0.03 -0.32
H -0.4841 -5.2929 -1.4818 0.09 0.11 0.01 0.19
C -1.5058 0.6091 -2.8090 0.10 -0.59 -0.39 -0.32
C -2.5980 0.3462 4.2437 0.10 -0.10 -0.06 0.01
N -0.9010 0.0318 2.0803 1.06 0.17 -1.66 -0.03
C -2.8999 -1.7961 -0.3729 -1.20 0.05 0.09 -0.19
```
Positions in Å, forces in eV/Å.

net charge = +3
HOMO-LUMO gap (alpha / beta) = 4.970 / 4.882 eV
HOMO (alpha / beta) = -15.55 / -15.55 eV
<S²> = 0.770
spin multiplicity = 2